1.
Density functional theory data (the ωB97M-V functional and the def2-TZVPD basis) for C26H41BaClN5O8P2S as an isolated structure.

E ... -3457.17241 hartree
Relative energy (zero: lowest compared OMol25 entry of this formula, charge and spin) ... 0.295 eV
Net charge ... +1
Lowest unoccupied orbital energy ... -0.111 Ha
Kohn-Sham gap ... 8.5 eV

Atoms and positions in Å:
Ba 2.473 0.415 -1.073
C 0.259 -3.389 -2.639
P 0.199 -2.023 -1.444
C -0.029 -2.981 0.138
N -0.764 -4.052 0.001
C -1.139 -4.746 1.104
C -1.926 -5.911 0.973
C -2.355 -6.558 2.095
C -2.019 -6.077 3.382
C -1.249 -4.960 3.532
C -0.786 -4.280 2.384
N 0.022 -3.197 2.516
C 0.433 -2.572 1.441
P 1.706 -1.257 1.774
C 1.042 -0.512 3.298
C 3.184 -2.257 2.305
C 4.346 -1.261 2.397
C 3.011 -2.960 3.652
C 3.479 -3.277 1.204
C -1.468 -1.201 -1.630
C -2.668 -2.126 -1.417
C -1.511 -0.061 -0.609
C -1.508 -0.618 -3.048
H -0.516 -4.128 -2.448
H 1.235 -3.871 -2.565
H 0.160 -2.997 -3.652
H -2.174 -6.252 -0.023
H -2.963 -7.448 2.011
H -2.378 -6.611 4.252
H -0.967 -4.575 4.503
H 0.620 -1.273 3.951
H 0.272 0.221 3.057
H 1.849 0.007 3.818
H 4.130 -0.433 3.075
H 4.614 -0.851 1.418
H 5.234 -1.766 2.783
H 2.958 -2.246 4.475
H 3.878 -3.600 3.829
H 2.117 -3.579 3.681
H 3.652 -2.802 0.232
H 2.673 -4.005 1.094
H 4.388 -3.829 1.454
H -2.793 -2.384 -0.365
H -2.579 -3.054 -1.982
H -3.577 -1.618 -1.748
H -1.420 -0.429 0.417
H -2.460 0.474 -0.682
H -0.734 0.696 -0.771
H -1.774 -1.375 -3.787
H -0.549 -0.185 -3.353
H -2.258 0.174 -3.099
O 4.527 1.552 -2.353
Cl 4.695 0.147 -2.782
O 5.797 -0.040 -3.608
O 4.787 -0.659 -1.533
O 3.428 -0.242 -3.435
C -4.849 3.451 -0.833
C -4.221 4.657 -0.168
S -2.429 4.670 -0.209
O -1.964 5.505 0.862
O -1.956 3.307 -0.322
C -1.978 5.494 -1.760
C -0.495 5.922 -1.774
N 0.415 4.971 -1.141
C 0.719 3.738 -1.617
N 1.383 3.026 -0.731
C 1.513 3.800 0.388
C 0.908 4.996 0.151
N 0.906 6.127 1.039
O 0.610 7.217 0.590
O 1.150 5.882 2.197
C 0.340 3.270 -2.971
H -5.927 3.483 -0.680
H -4.466 2.525 -0.407
H -4.662 3.438 -1.907
H -4.440 4.718 0.898
H -4.550 5.595 -0.619
H -2.585 6.394 -1.862
H -2.234 4.810 -2.568
H -0.369 6.869 -1.266
H -0.179 6.058 -2.808
H 2.015 3.498 1.291
H 0.424 4.061 -3.715
H -0.685 2.892 -2.975
H 1.004 2.466 -3.286

Cartesian forces, eV/Å:
Ba -1.70 0.37 1.36
C -0.09 0.00 -0.20
P 0.30 0.06 0.48
C -0.05 0.13 0.03
N -0.04 -0.15 0.09
C 0.03 0.05 -0.03
C -0.03 -0.02 -0.04
C -0.02 -0.04 -0.08
C 0.05 0.07 0.09
C 0.00 -0.03 0.05
C 0.08 0.12 -0.01
N -0.14 -0.15 -0.05
C -0.01 -0.05 0.05
P -0.28 0.06 -0.54
C 0.04 0.03 0.13
C 0.07 0.01 0.04
C 0.09 0.03 0.00
C -0.01 0.01 -0.03
C -0.02 -0.04 -0.03
C 0.02 -0.05 -0.02
C 0.03 0.05 0.00
C 0.01 0.04 0.07
C 0.03 0.01 -0.08
H -0.02 0.01 0.01
H 0.00 0.00 0.02
H 0.02 0.03 0.01
H -0.02 -0.02 0.01
H 0.00 0.00 -0.03
H 0.01 0.01 0.02
H -0.02 -0.03 0.01
H 0.04 -0.02 0.00
H 0.00 -0.02 -0.05
H -0.01 0.02 0.00
H -0.01 -0.01 0.01
H -0.03 -0.01 0.00
H 0.00 -0.02 -0.01
H -0.02 0.02 -0.01
H 0.02 0.00 0.01
H 0.01 -0.03 -0.01
H -0.03 0.03 0.01
H 0.01 -0.01 0.02
H 0.02 0.01 0.00
H 0.00 -0.01 -0.01
H 0.01 0.01 -0.02
H -0.01 0.03 0.01
H 0.01 0.00 -0.01
H -0.02 -0.02 0.01
H 0.03 -0.02 -0.04
H 0.04 -0.02 0.01
H -0.01 0.03 0.04
H -0.05 -0.03 0.00
O 0.17 -0.95 -0.34
Cl 0.03 0.15 0.26
O 0.66 -0.10 -0.49
O 0.09 0.48 -0.95
O 0.70 0.13 0.26
C -0.02 -0.12 -0.09
C 0.13 0.20 -0.06
S -0.12 0.02 -0.48
O 0.10 0.09 0.12
O 0.02 0.03 0.04
C 0.07 -0.04 0.22
C -0.20 -0.02 -0.13
N 0.04 -0.22 0.21
C -0.02 0.36 -0.04
N 0.29 -0.46 0.04
C -0.37 0.44 -0.13
C 0.40 -0.19 0.00
N -0.78 -0.07 0.08
O 0.27 0.04 -0.07
O 0.29 0.03 0.07
C -0.14 -0.10 -0.12
H 0.00 -0.01 -0.02
H 0.00 0.02 0.01
H 0.00 0.00 0.00
H 0.02 -0.06 0.04
H 0.05 0.02 0.07
H -0.04 -0.04 0.06
H 0.05 -0.06 0.01
H -0.04 0.01 0.08
H -0.01 -0.01 0.02
H 0.04 -0.04 -0.03
H -0.01 0.01 0.02
H 0.02 0.00 0.00
H 0.01 -0.01 0.01

***

2.
Density functional theory data (the ωB97M-V functional and the def2-TZVPD basis) for an isolated ion of composition C4H8ClN2O2 and charge +1.

E ... -876.96933 hartree
Relative energy (zero: lowest compared OMol25 entry of this formula, charge and spin) ... 3.610 eV
Net charge ... +1
Lowest unoccupied orbital energy ... -0.236 Ha
Kohn-Sham gap ... 9.3 eV

Atoms and positions in Å:
C -1.277 -2.275 -0.109
N -0.182 -1.309 0.092
C -0.138 -0.043 0.327
C 1.073 0.834 0.442
C 1.365 1.856 -0.645
Cl 2.487 -0.348 0.432
N -1.439 0.729 0.411
O -1.420 1.834 0.952
O -2.339 0.279 -0.268
H -1.326 -2.933 0.783
H -0.898 -2.967 -0.833
H -2.323 -1.919 -0.352
H 0.842 -1.685 0.102
H 1.341 1.374 1.409
H 1.193 1.590 -1.656
H 0.776 2.682 -0.376
H 2.265 2.302 -0.712

Cartesian forces, eV/Å:
C -1.14 -0.91 0.76
N 1.69 1.38 0.60
C -1.18 0.14 0.23
C 3.60 -0.52 0.80
C -3.30 -0.88 0.00
Cl -0.09 -0.15 -0.04
N -0.48 1.78 -0.98
O 0.47 -2.13 -0.29
O 0.26 0.13 0.68
H 0.05 0.72 -0.08
H 0.04 -0.13 -0.87
H 1.83 0.04 0.25
H -1.72 0.42 -0.16
H -1.61 -0.95 -0.84
H -0.76 -0.78 -0.85
H -1.40 1.24 -0.08
H 3.75 0.61 0.85

***

3.
Density functional theory data (the ωB97M-V functional and the def2-TZVPD basis) for C25H67FN2O15S as an isolated structure.

E ... -2728.46217 hartree
Lowest unoccupied orbital energy ... -0.025 Ha
Kohn-Sham gap ... 7.9 eV

Atoms and positions in Å:
F 4.642 -4.657 -1.774
C 3.573 -4.016 -2.499
C 3.262 -2.639 -1.746
C 1.794 -2.154 -1.934
C 0.865 -2.879 -2.772
C -0.561 -2.402 -2.890
C -1.529 -3.246 -3.773
C -2.021 -4.507 -2.784
C -2.748 -4.014 -1.405
O -1.290 -4.631 -1.519
C -1.104 -1.249 -2.219
C -0.174 -0.430 -1.365
N -0.545 0.717 -0.669
S 0.930 1.103 0.029
N 2.003 -0.067 -0.417
C 1.257 -0.921 -1.250
H 3.874 -3.795 -3.557
H 2.712 -4.734 -2.439
H 3.369 -2.886 -0.643
H 4.033 -1.852 -1.943
H 1.159 -3.796 -3.347
H -2.472 -2.719 -4.056
H -1.022 -3.771 -4.629
H -2.438 -5.459 -3.288
H -2.987 -4.790 -0.628
H -2.306 -3.167 -0.823
H -2.179 -1.007 -2.385
C 1.591 2.600 3.571
O 2.636 2.707 2.608
H 1.700 3.404 4.296
H 0.622 2.690 3.074
H 1.660 1.638 4.085
H 2.509 1.985 1.983
C 6.408 -0.027 -0.162
O 5.201 -0.561 -0.685
H 7.098 -0.847 0.034
H 6.858 0.657 -0.888
H 6.206 0.505 0.771
H 4.606 0.183 -0.851
C 1.492 -7.406 -3.725
O 1.853 -6.278 -4.516
H 2.376 -7.758 -3.196
H 0.726 -7.121 -2.998
H 1.114 -8.205 -4.368
H 1.057 -5.984 -4.974
C 6.813 -2.611 -4.207
O 5.788 -2.289 -3.277
H 6.659 -2.025 -5.112
H 7.791 -2.369 -3.782
H 6.770 -3.675 -4.455
H 5.943 -2.820 -2.484
C -6.664 -4.835 -1.537
O -5.610 -4.736 -2.484
H -6.556 -4.034 -0.806
H -7.628 -4.733 -2.044
H -6.611 -5.798 -1.029
H -5.728 -5.453 -3.117
C -2.437 1.090 2.607
O -1.697 -0.124 2.573
H -2.649 1.345 3.642
H -1.850 1.892 2.150
H -3.379 0.962 2.067
H -1.524 -0.325 1.645
C -7.484 -8.865 -1.624
O -7.122 -7.727 -2.398
H -6.607 -9.208 -1.077
H -8.269 -8.597 -0.913
H -7.835 -9.665 -2.280
H -7.912 -7.442 -2.871
C 0.363 6.252 2.460
O 1.254 5.771 3.463
H -0.555 6.585 2.937
H 0.822 7.092 1.933
H 0.132 5.448 1.756
H 2.057 5.481 3.014
C -2.641 6.937 5.144
O -1.751 6.455 6.144
H -3.560 7.270 5.623
H -2.182 7.777 4.617
H -2.871 6.134 4.439
H -0.946 6.167 5.697
C 5.110 1.392 -3.628
O 4.122 2.148 -2.934
H 4.702 0.408 -3.855
H 5.377 1.898 -4.559
H 5.995 1.279 -2.998
H 4.504 3.012 -2.743
C 3.889 -3.556 2.750
O 4.630 -4.770 2.726
H 3.669 -3.301 3.785
H 4.479 -2.755 2.296
H 2.952 -3.686 2.202
H 4.813 -4.975 1.802
C -2.852 7.164 0.309
O -2.161 7.457 1.515
H -3.343 6.197 0.413
H -3.604 7.933 0.116
H -2.144 7.120 -0.524
H -1.735 8.315 1.398
C -2.064 11.686 2.024
O -2.096 10.366 2.556
H -2.115 11.625 0.937
H -2.919 12.256 2.393
H -1.134 12.181 2.314
H -2.050 10.444 3.515
C -4.207 2.565 5.992
O -3.902 3.060 4.693
H -5.016 1.841 5.908
H -3.327 2.076 6.419
H -4.524 3.387 6.638
H -3.186 3.697 4.793

Cartesian forces, eV/Å:
F -0.62 0.74 -0.93
C -0.56 0.97 0.71
C -0.58 -0.98 0.81
C -1.79 -0.55 -1.38
C -0.14 2.47 1.64
C -0.17 1.29 0.32
C -0.08 -2.11 2.14
C -0.67 2.01 2.90
C 4.55 -2.41 1.00
O -0.86 -0.50 -3.47
C 2.25 -1.35 -0.56
C -0.80 -1.48 -1.01
N 3.71 -2.57 -0.73
S -0.14 -0.22 -0.08
N -3.18 -0.70 -1.69
C -0.06 0.90 0.66
H -0.08 -0.60 1.10
H 0.92 0.75 -0.13
H -0.08 0.35 -1.09
H -0.94 -0.76 -0.07
H -0.30 1.09 0.72
H 1.03 -0.33 0.00
H -0.45 0.96 0.62
H 0.76 1.58 1.05
H -1.57 0.75 -1.44
H -1.66 0.48 -1.37
H 1.13 0.02 0.34
C 0.04 -0.29 -0.10
O 0.10 0.16 -0.02
H 0.03 -0.02 -0.12
H -0.11 -0.01 0.21
H -0.17 0.03 0.07
H 0.13 0.10 0.06
C -0.33 0.13 -0.12
O 0.17 0.18 0.13
H -0.08 0.00 -0.04
H 0.20 0.03 0.12
H 0.21 0.04 0.04
H -0.10 -0.21 0.02
C -0.24 0.13 -0.11
O 0.00 0.18 -0.03
H 0.00 0.10 -0.08
H 0.02 -0.18 0.10
H 0.01 -0.12 0.15
H 0.17 -0.03 0.00
C -0.07 -0.12 0.33
O 0.27 0.10 -0.21
H -0.06 0.00 0.08
H 0.10 -0.05 -0.19
H 0.16 0.01 -0.15
H -0.10 0.11 -0.04
C 0.12 -0.14 -0.06
O 0.04 0.08 -0.18
H 0.08 0.05 -0.14
H -0.13 0.00 0.21
H -0.20 0.10 0.10
H 0.06 0.02 0.17
C 0.17 -0.24 -0.22
O 0.13 -0.15 -0.05
H 0.03 -0.09 -0.09
H -0.17 0.17 0.01
H -0.07 0.25 0.06
H 0.01 0.01 0.14
C -0.18 0.11 -0.16
O 0.02 0.00 -0.20
H 0.00 0.10 -0.08
H 0.02 -0.18 0.09
H -0.01 -0.13 0.16
H 0.14 -0.01 0.05
C 0.37 -0.19 0.16
O 0.10 0.08 0.05
H 0.11 -0.07 -0.01
H -0.20 0.04 -0.13
H -0.17 0.14 -0.11
H -0.09 -0.08 0.16
C 0.36 -0.14 0.02
O 0.02 -0.10 0.08
H 0.09 -0.06 0.06
H -0.21 -0.01 -0.19
H -0.16 0.21 -0.19
H -0.05 0.06 0.13
C 0.04 0.27 0.05
O -0.08 0.00 0.15
H -0.01 0.06 0.11
H 0.12 -0.14 -0.05
H 0.10 -0.18 -0.18
H -0.14 -0.11 0.00
C 0.14 -0.16 -0.31
O 0.06 -0.09 0.03
H 0.05 -0.10 -0.04
H -0.18 0.17 0.04
H -0.08 0.22 0.06
H 0.00 -0.02 0.15
C 0.17 0.26 0.12
O -0.01 -0.04 -0.16
H 0.06 0.05 0.06
H -0.08 -0.10 -0.16
H -0.16 -0.07 -0.15
H -0.19 0.00 0.30
C 0.03 -0.03 0.31
O 0.05 -0.06 -0.07
H -0.01 -0.08 0.07
H 0.05 0.15 -0.13
H -0.05 0.16 -0.13
H -0.02 -0.15 -0.14
C 0.21 0.22 -0.04
O -0.02 0.10 -0.04
H 0.05 0.05 -0.10
H -0.11 -0.06 0.17
H -0.03 -0.14 0.15
H -0.12 -0.06 -0.05

***

4.
Density functional theory data (the ωB97M-V functional and the def2-TZVPD basis) for a 8-piece molecular cluster, H14IO7 overall.

E ... -832.85558 hartree
Relative energy (zero: lowest compared OMol25 entry of this formula, charge and spin) ... 1.428 eV
Net charge ... -1
Lowest unoccupied orbital energy ... 0.111 Ha
Kohn-Sham gap ... 6.4 eV

Atoms and positions in Å:
I -0.529 1.849 0.724
O -0.019 0.759 3.524
H 0.909 0.798 3.337
H -0.232 1.518 4.093
O -2.169 1.866 -3.271
H -2.010 0.948 -3.569
H -1.264 2.167 -3.157
O 2.749 1.675 2.296
H 2.052 2.281 2.018
H 2.914 1.153 1.478
O -0.757 -1.468 -1.188
H -0.958 -0.648 -0.722
H -1.101 -2.244 -0.723
O -1.354 -1.203 2.022
H -1.667 -2.045 2.332
H -1.356 -0.662 2.853
O -0.789 -1.056 -4.152
H -0.748 -1.260 -3.156
H -1.341 -1.754 -4.567
O 2.703 -0.725 -0.400
H 1.970 -1.349 -0.305
H 2.996 -0.602 0.534

Cartesian forces, eV/Å:
I 0.04 0.46 -0.79
O -1.16 -0.22 1.76
H 0.93 0.25 -0.41
H 0.28 -0.33 -0.53
O 0.18 -0.82 -0.56
H -0.24 0.44 0.16
H 0.07 0.28 0.36
O 0.63 -0.70 -0.48
H -0.45 0.01 -0.30
H -0.41 0.74 0.76
O 0.30 -0.82 -0.93
H -0.11 0.22 0.71
H -0.02 0.84 0.18
O -0.13 0.51 0.99
H -0.27 -0.77 0.12
H 0.46 -0.07 -1.28
O -0.43 -0.79 1.23
H -0.19 0.21 -1.63
H 0.54 0.66 0.67
O 0.50 -0.21 1.25
H -0.16 0.34 -0.18
H -0.36 -0.21 -1.12

***

5.
Density functional theory data (the ωB97M-V functional and the def2-TZVPD basis) for C24H23AuN3OS as an isolated structure.

E ... -1700.73375 hartree
Relative energy (zero: lowest compared OMol25 entry of this formula, charge and spin) ... 0.321 eV
Net charge ... +3
Lowest unoccupied orbital energy (alpha / beta) ... -0.336 / -0.414 Ha
Spin multiplicity ... 3
Kohn-Sham gap (alpha / beta) ... 8.2 / 6.0 eV

Atoms and positions in Å:
Au 0.069 -2.012 -0.408
C 2.667 -1.915 -2.397
C 3.052 -2.361 -1.023
C 4.357 -2.722 -0.694
C 4.647 -3.154 0.582
C 3.626 -3.240 1.527
C 2.350 -2.885 1.165
N 2.085 -2.435 -0.099
C 1.186 -3.023 2.086
C 1.173 -3.517 3.380
C -0.054 -3.622 4.029
C -1.246 -3.261 3.407
C -1.183 -2.770 2.112
N 0.020 -2.666 1.555
C -2.311 -2.387 1.217
C -3.625 -2.455 1.611
C -4.624 -2.153 0.688
C -4.278 -1.799 -0.598
C -2.934 -1.730 -0.959
C -2.489 -1.364 -2.339
N -1.985 -2.010 -0.057
H 3.544 -1.677 -2.994
H 2.032 -1.027 -2.355
H 2.124 -2.712 -2.911
H 5.127 -2.663 -1.450
H 5.657 -3.436 0.848
H 3.835 -3.594 2.526
H 2.080 -3.829 3.877
H -0.085 -4.010 5.039
H -2.188 -3.376 3.923
H -3.882 -2.752 2.617
H -5.665 -2.208 0.979
H -5.034 -1.578 -1.338
H -3.337 -1.142 -2.981
H -1.937 -2.191 -2.792
H -1.843 -0.482 -2.311
C 2.459 4.206 -0.243
S 0.750 3.753 0.064
O 0.464 2.375 -0.336
C -0.256 4.956 -0.655
C -1.184 4.593 -1.639
C -1.951 5.592 -2.196
C -1.821 6.909 -1.749
C -0.919 7.248 -0.741
C -0.133 6.270 -0.171
H 2.615 4.152 -1.320
H 3.074 3.495 0.304
H 2.608 5.217 0.132
H -1.262 3.565 -1.965
H -2.651 5.359 -2.987
H -2.435 7.682 -2.191
H -0.842 8.271 -0.400
H 0.554 6.514 0.630

Cartesian forces, eV/Å:
Au -0.04 -0.30 -0.04
C 0.00 0.00 0.00
C 0.01 0.03 -0.01
C 0.00 0.00 0.00
C 0.00 0.00 0.00
C 0.00 0.00 0.00
C 0.02 -0.03 -0.02
N -0.01 0.04 0.05
C -0.02 0.01 0.02
C 0.01 0.01 -0.01
C 0.00 0.00 0.01
C -0.01 0.02 -0.01
C 0.03 -0.01 0.02
N 0.00 -0.04 -0.04
C -0.02 -0.02 -0.02
C 0.00 0.00 0.00
C 0.00 0.00 0.00
C 0.00 -0.01 0.00
C -0.01 0.03 -0.01
C 0.01 0.00 0.00
N 0.03 0.05 0.06
H 0.00 0.00 0.00
H 0.00 0.00 0.00
H 0.00 0.00 0.00
H 0.00 0.00 0.00
H 0.00 0.00 0.00
H 0.00 0.00 0.00
H 0.00 0.00 0.00
H 0.00 0.00 0.00
H 0.00 0.00 0.00
H 0.00 0.00 0.00
H 0.00 0.00 0.00
H 0.00 0.00 0.00
H 0.00 0.01 0.00
H 0.00 0.00 0.00
H 0.00 0.00 0.00
C -0.05 0.01 0.04
S -0.01 -0.03 0.02
O 0.05 0.25 -0.07
C 0.02 0.01 -0.04
C -0.01 -0.02 0.05
C 0.00 0.02 0.00
C 0.00 0.00 0.00
C -0.01 -0.01 -0.01
C 0.03 0.00 0.00
H 0.01 0.00 0.00
H 0.00 -0.01 0.00
H 0.01 0.00 -0.01
H -0.01 0.00 -0.01
H 0.00 -0.01 0.00
H 0.00 0.00 0.00
H 0.00 0.00 0.00
H 0.00 0.01 0.00

***

6.
Density functional theory data (the ωB97M-V functional and the def2-TZVPD basis) for an isolated ion of composition C7H15N2OS2 and charge +1.

E ... -1256.49900 hartree
Relative energy (zero: lowest compared OMol25 entry of this formula, charge and spin) ... 1.247 eV
Net charge ... +1
Lowest unoccupied orbital energy ... -0.115 Ha
Kohn-Sham gap ... 9.1 eV

Atoms and positions in Å:
C 0.358 1.358 2.132
N 0.803 0.328 1.113
C 2.090 0.665 0.559
N 1.049 -0.915 1.840
C -0.007 -1.556 2.591
O -1.245 -1.388 2.349
C -0.068 0.073 0.011
S -0.322 1.561 -0.924
C -1.580 0.951 -2.076
C -1.186 -0.239 -3.043
C -0.822 -1.410 -2.206
S 0.586 -1.259 -1.049
H 0.245 2.318 1.599
H -0.598 1.093 2.639
H 1.197 1.393 2.860
H 1.953 1.538 -0.085
H 2.705 0.851 1.454
H 2.455 -0.191 -0.045
H 1.975 -0.823 2.420
H 0.483 -2.270 3.416
H -1.055 -0.288 0.713
H -1.828 1.833 -2.706
H -2.509 0.619 -1.563
H -2.073 -0.435 -3.700
H -0.385 0.118 -3.713
H -1.707 -1.740 -1.702
H -0.512 -2.184 -2.884

Cartesian forces, eV/Å:
C -0.04 0.71 0.05
N 0.93 -0.96 2.28
C 2.15 0.55 0.22
N 0.74 -0.67 2.56
C -2.67 0.33 -0.56
O 5.39 -0.79 1.29
C -4.95 -2.05 0.92
S -0.72 0.55 -0.55
C -0.98 -0.48 -1.47
C -0.01 2.63 0.23
C 0.36 -0.42 -0.41
S -0.69 -0.25 -0.16
H 0.09 -0.43 0.40
H 0.76 -0.12 -0.68
H -0.73 0.17 -0.44
H 0.42 -0.09 0.32
H 0.39 0.22 -0.85
H -0.07 0.69 0.55
H -2.30 -0.25 -1.54
H -1.29 1.36 -1.78
H 2.01 0.81 -2.84
H 0.12 -0.42 0.62
H 0.62 0.53 0.09
H 0.66 -0.06 0.73
H -0.13 -0.37 0.35
H -0.34 -0.42 0.65
H 0.28 -0.75 0.00